No. 1
47
Properties=species:S:1:pos:R:3:forces:R:3 method="wB97M-V/def2-TZVPD" total_charge=+2 mol_weight_g_mol=603.38 homo_lumo_gap_ev="8.68 / 7.75" homo_ev="-14.394 / -14.678" multiplicity=3
Pt 11.9737 6.9400 8.9282 -0.57 0.73 0.48
N 14.6124 7.1842 7.2006 -1.94 -1.31 -1.29
C 14.8049 7.8136 8.3268 -1.17 0.34 1.69
N 15.9964 8.2775 8.5222 1.71 1.13 1.70
C 16.2326 8.8125 9.7447 0.09 0.28 0.12
N 17.4611 9.2160 10.0427 1.15 -0.76 -2.17
N 15.3056 8.9849 10.7648 0.65 -0.09 -1.50
C 14.1379 8.5450 10.4130 -0.06 -0.92 -0.46
N 13.7940 7.9363 9.2665 0.75 -0.29 -1.76
C 13.0889 8.4600 11.3937 -0.70 0.04 2.18
C 13.2510 8.8969 12.7033 1.45 1.67 -0.42
C 12.2818 8.6978 13.6483 -0.57 -1.16 -0.50
C 11.1652 7.9592 13.3123 0.17 0.26 -0.58
C 11.0851 7.5511 11.9739 -0.25 0.14 2.27
N 11.9995 7.7517 11.0727 0.56 0.31 -1.39
H 15.4188 7.0753 6.6343 0.54 -0.15 -0.59
H 13.7662 6.6410 6.9757 0.85 0.68 0.29
H 18.2514 9.0450 9.3523 -1.61 0.42 1.47
H 17.6339 9.5697 10.9555 0.25 0.23 0.48
H 14.1267 9.5142 13.0238 -0.64 -0.87 -0.74
H 12.4973 8.9974 14.6246 -0.05 0.57 1.45
H 10.3829 7.6871 14.0208 0.24 0.14 -0.26
H 10.2620 6.9642 11.7501 -1.46 -1.06 -0.97
C 8.2378 3.8723 7.9904 0.56 -0.26 -0.59
As 9.0658 5.5695 7.7162 1.21 -0.68 0.04
C 9.2076 5.9260 5.8393 1.39 -1.26 0.54
C 8.0335 6.8515 8.6435 -0.23 -1.29 2.27
O 10.7211 5.5038 8.2279 -0.85 0.30 0.21
H 7.1831 4.1012 7.8063 0.10 -0.58 -0.25
H 8.3544 3.4863 8.9931 0.08 0.21 0.35
H 8.7206 3.1369 7.3057 -0.77 0.55 0.28
H 8.4682 5.3400 5.3026 0.10 0.09 -0.26
H 10.2813 5.6211 5.6298 -1.45 0.20 -0.06
H 9.1180 6.9707 5.6991 -0.24 1.05 -0.38
H 6.9557 6.6004 8.6994 0.70 0.11 -0.19
H 8.2257 7.7614 8.2006 -0.01 2.09 -1.07
H 8.4546 6.9398 9.6790 -0.47 -0.29 -0.77
N 10.1559 12.4837 7.4458 -0.54 -1.93 -0.33
C 9.2396 11.6103 6.9256 0.19 -0.66 0.15
N 8.2065 12.1299 6.2892 -0.35 1.67 -0.18
N 9.2541 10.2804 6.9647 -1.33 1.41 -0.79
C 10.0483 9.4783 7.5095 1.77 -0.32 0.45
N 10.7970 8.6860 7.9105 0.42 -1.03 0.73
H 9.6944 13.3263 7.6873 0.30 1.11 0.50
H 10.7928 12.0758 8.1181 -0.01 0.37 -0.04
H 8.0812 13.1473 6.1976 0.13 -0.99 -0.03
H 7.5025 11.5305 5.9067 -0.11 -0.19 -0.08


No. 2
59
Properties=species:S:1:pos:R:3:forces:R:3 method="wB97M-V/def2-TZVPD" total_charge=0 mol_weight_g_mol=435.54 homo_lumo_gap_ev=9.14 homo_ev=-8.566 multiplicity=1 e_above_lowest_kcal_mol=17.42
C -0.4425 4.4886 -1.8843 0.05 0.22 -0.03
O -0.8815 3.1692 -1.6522 -0.02 -0.31 0.09
C -0.8830 2.7212 -0.3624 -0.05 -0.02 0.12
C -0.2283 3.3531 0.6868 0.01 0.17 -0.31
C -0.3338 2.8324 1.9651 -0.09 -0.07 0.10
C -1.0976 1.7100 2.2113 0.08 0.09 0.06
C -1.7481 1.0583 1.1663 -0.10 0.12 -0.02
C -2.6350 -0.1219 1.4478 0.17 -0.28 -0.03
C -1.9323 -1.5027 1.4994 -0.15 0.07 0.10
C -2.9794 -2.5354 1.9809 0.23 0.08 -0.47
O -3.3538 -2.3972 3.3282 -0.13 0.18 0.46
C -1.4361 -1.8844 0.0974 0.02 -0.20 0.23
C -0.5753 -3.1530 0.0971 -0.36 0.01 -0.60
N 0.4867 -3.1000 1.0688 1.01 0.25 -0.25
S 1.9645 -2.5678 0.5463 0.20 -0.24 -0.06
O 2.3980 -3.4531 -0.4954 -0.29 0.11 -0.15
O 2.7989 -2.4477 1.7081 -0.23 0.28 0.17
C 1.8484 -0.9198 -0.1759 -0.04 -0.95 0.03
C 2.2766 0.1609 0.5762 0.05 0.24 0.03
C 2.4186 1.4043 0.0014 0.00 0.05 -0.14
C 2.1534 1.5763 -1.3609 0.07 -0.30 0.19
O 2.3909 2.8094 -1.8712 -0.03 -0.04 0.29
C 2.2964 2.9832 -3.2689 -0.01 0.04 -0.19
C 1.6840 0.5022 -2.1063 -0.03 0.01 -0.14
C 1.5227 -0.7473 -1.5147 -0.01 0.04 -0.01
O 0.9794 -1.7808 -2.2294 -0.12 0.44 0.16
C 1.7847 -2.3164 -3.2671 0.23 -0.22 -0.14
C 0.0772 -2.7568 2.4075 0.01 0.37 0.67
C -0.7343 -1.4638 2.4567 -0.07 -0.30 -0.08
C -1.6211 1.5641 -0.1158 0.09 0.12 -0.08
H -0.9973 5.2025 -1.2670 0.02 -0.03 -0.02
H -0.6462 4.6892 -2.9354 0.03 0.03 0.06
H 0.6282 4.5992 -1.6924 -0.04 0.00 0.00
H 0.3558 4.2442 0.5243 0.06 0.09 -0.06
H 0.1716 3.3282 2.7805 0.04 0.05 0.07
H -1.2056 1.3469 3.2222 -0.01 -0.07 0.12
H -3.4161 -0.1708 0.6851 -0.09 -0.02 0.04
H -3.1152 0.0562 2.4144 -0.07 0.04 -0.02
H -2.5744 -3.5448 1.9094 -0.06 0.01 -0.08
H -3.8631 -2.4771 1.3276 0.11 -0.04 -0.03
H -3.7923 -1.5479 3.4497 0.00 -0.10 0.00
H -0.8421 -1.0571 -0.2939 -0.06 0.02 -0.07
H -2.2858 -2.0370 -0.5713 -0.06 0.05 -0.10
H -0.1051 -3.2855 -0.8769 -0.25 -0.11 -0.02
H -1.1886 -4.0356 0.3076 0.10 0.01 -0.03
H 2.5353 -0.0104 1.6089 0.07 0.07 0.13
H 2.7639 2.2499 0.5731 0.05 0.09 0.08
H 1.2713 2.8392 -3.6216 0.01 -0.01 0.01
H 2.6052 4.0096 -3.4612 -0.04 -0.07 -0.02
H 2.9672 2.2999 -3.7979 -0.04 0.01 0.02
H 1.4244 0.6103 -3.1472 -0.05 0.01 -0.09
H 1.1294 -2.9608 -3.8500 0.07 0.02 -0.04
H 2.1957 -1.5314 -3.9079 -0.06 -0.01 0.02
H 2.5943 -2.9091 -2.8332 -0.05 0.07 -0.07
H 0.9907 -2.6569 2.9937 -0.23 -0.09 0.16
H -0.5058 -3.5899 2.8116 0.08 -0.03 -0.03
H -1.0848 -1.3095 3.4786 0.04 0.11 0.02
H -0.0847 -0.6327 2.1761 0.01 0.00 0.07
H -2.1246 1.0963 -0.9480 -0.11 -0.06 -0.12


No. 3
5
Properties=species:S:1:pos:R:3:forces:R:3 method="wB97M-V/def2-TZVPD" total_charge=0 mol_weight_g_mol=102.06 homo_lumo_gap_ev="10.54 / 10.54" homo_ev="-12.167 / -12.167" multiplicity=1 e_above_lowest_kcal_mol=95.90
O 0.9076 0.0398 0.5893 1.80 0.41 1.63
O -1.0706 -1.0688 -0.4258 0.32 2.05 2.86
F 1.8137 -0.2664 -0.4709 -1.37 0.04 -0.06
F -0.9594 1.3358 -0.2690 0.01 -0.62 0.89
S -0.6913 -0.0405 0.5765 -0.76 -1.88 -5.32


No. 4
11
Properties=species:S:1:pos:R:3:forces:R:3 method="wB97M-V/def2-TZVPD" total_charge=0 mol_weight_g_mol=87.08 homo_lumo_gap_ev=10.29 homo_ev=-9.398 multiplicity=1 e_above_lowest_kcal_mol=130.57
C 0.3109 0.1971 -0.7231 1.20 1.75 -1.55
C -0.7089 -0.5799 2.1406 -2.28 2.04 5.17
H -1.3185 0.4639 -1.9744 2.39 -0.15 -0.59
H 0.3303 0.8161 -2.5315 -0.53 0.53 -1.12
H 1.7566 -0.1340 -1.5008 1.26 -0.84 2.24
H -0.5371 -1.3621 3.0342 -0.14 1.31 -2.88
H -1.4058 0.3842 2.5984 1.97 -2.63 -1.62
N -0.2860 0.1760 -2.0693 -1.21 0.28 3.15
N 1.5300 -0.0982 -0.4279 -1.05 1.06 -5.17
N -0.1608 -0.5642 1.0269 -1.97 0.10 2.08
O -0.5025 0.6917 0.2701 0.35 -3.45 0.31


No. 5
17
Properties=species:S:1:pos:R:3:forces:R:3 method="wB97M-V/def2-TZVPD" total_charge=-1 mol_weight_g_mol=95.12 homo_lumo_gap_ev=7.75 homo_ev=-3.665 multiplicity=1 e_above_lowest_kcal_mol=9.17
C -0.5963 0.1684 -0.8321 0.18 0.24 -1.48
O -1.4173 -0.6075 -0.0881 0.11 -0.41 0.67
C 0.4652 0.9323 -0.0337 1.43 -0.87 0.43
C 1.2428 2.0842 -0.6254 0.80 -0.04 -1.53
H -1.1239 1.0103 -1.3433 -0.36 -0.17 -0.27
H -0.1531 -0.4629 -1.6773 0.16 0.84 0.54
H 1.3069 0.2622 0.2294 -0.85 -0.28 0.63
H -0.0879 1.2748 0.8312 0.18 -0.06 0.61
H 1.6656 1.7932 -1.6177 -0.14 -0.01 0.52
H 2.1351 2.3879 -0.0238 -0.89 -0.12 -0.19
H 0.6267 2.9313 -0.8692 -0.31 0.71 0.18
H -0.5276 -3.5683 0.2598 -0.02 0.14 0.11
H -0.7244 -2.1730 -0.3812 -0.35 0.16 0.08
O -0.3739 -3.0879 -0.5560 0.17 -0.20 -0.22
H -0.8737 -1.0689 1.4383 -0.18 0.29 -0.24
H -0.9568 -0.5719 2.9150 0.22 -0.54 -0.54
O -0.6075 -1.3040 2.3741 -0.15 0.33 0.70


No. 6
77
Properties=species:S:1:pos:R:3:forces:R:3 method="wB97M-V/def2-TZVPD" total_charge=0 mol_weight_g_mol=663.03 homo_lumo_gap_ev=7.35 homo_ev=-7.166 multiplicity=1 e_above_lowest_kcal_mol=2.32
Ba -0.5107 -2.3834 -0.2459 0.06 0.09 0.07
N -0.9685 -4.3640 -2.6359 -0.02 0.03 -0.01
C -1.7162 -5.4112 -1.8969 0.00 0.02 -0.01
C -1.9646 -4.7199 -0.5624 -0.08 0.07 0.04
O -2.7588 -3.7371 -0.5928 0.00 -0.12 -0.01
O -1.1499 -4.9330 0.3680 -0.02 -0.03 0.00
H -1.6173 -3.7722 -3.1429 0.00 0.00 0.00
H -0.3256 -4.7617 -3.3073 0.00 -0.01 0.01
H -1.0770 -6.2789 -1.7560 0.00 0.00 -0.01
H -2.6441 -5.7011 -2.3919 0.00 0.00 0.00
C -0.6829 -0.8083 4.7840 0.00 0.00 0.00
C -0.7302 0.3241 3.7588 -0.05 0.00 -0.02
C -2.1728 0.6095 3.3484 0.00 0.00 0.00
P 0.2965 -0.0986 2.2650 0.12 -0.02 0.01
C 1.9825 -0.2690 3.0513 -0.02 0.07 0.02
C 2.4593 0.8896 3.9239 0.01 -0.01 0.00
C 3.0605 -0.6178 2.0314 -0.01 -0.03 0.00
C 0.2415 1.4739 1.3259 -0.05 0.00 -0.06
C 0.3963 2.7100 1.9697 0.00 0.01 0.02
C 0.1194 3.9227 1.3648 0.00 -0.01 -0.02
C 0.3069 5.2300 2.0868 0.00 0.01 0.01
C -0.3737 3.8829 0.0566 0.00 0.01 0.01
C -0.5304 2.6920 -0.6156 -0.01 -0.02 0.00
C -0.1935 1.4526 -0.0252 -0.01 0.04 0.09
N -0.2151 0.2841 -0.7534 0.11 -0.10 -0.06
C -1.1741 0.1166 -1.7751 -0.03 0.05 0.01
C -0.7989 -0.0958 -3.1133 0.04 0.01 -0.03
C 0.6198 0.1126 -3.5705 -0.04 -0.02 -0.01
C -1.7594 -0.4741 -4.0479 -0.03 -0.02 -0.04
C -3.0932 -0.6547 -3.7148 0.02 0.01 0.04
C -4.1073 -1.0893 -4.7374 -0.01 -0.01 0.01
C -3.4599 -0.4217 -2.3950 0.01 0.01 -0.02
C -2.5369 -0.0363 -1.4315 -0.10 -0.05 -0.12
C -3.0082 0.2071 -0.0274 -0.02 0.02 0.06
H -1.3920 -0.6100 5.5905 0.00 0.00 0.00
H 0.3025 -0.9242 5.2344 0.02 0.00 0.00
H -0.9614 -1.7625 4.3282 0.00 0.00 0.00
H -0.3256 1.2304 4.2164 0.01 0.00 -0.01
H -2.6461 -0.2873 2.9411 -0.01 0.01 0.02
H -2.2312 1.4004 2.5997 0.00 -0.01 0.00
H -2.7554 0.9219 4.2178 0.01 0.00 0.01
H 1.8437 -1.1481 3.6890 -0.02 -0.02 0.01
H 2.6644 1.7705 3.3131 0.02 -0.01 0.01
H 3.3916 0.6138 4.4232 0.00 0.00 0.00
H 1.7434 1.1662 4.6988 0.00 -0.01 -0.01
H 3.3071 0.2535 1.4232 0.00 0.00 -0.02
H 2.7627 -1.4348 1.3714 -0.01 0.00 -0.01
H 3.9747 -0.9243 2.5454 0.00 0.00 0.00
H 0.7167 2.7283 3.0049 -0.01 -0.01 0.00
H 0.5985 5.0656 3.1243 0.00 0.00 0.00
H -0.6118 5.8198 2.0881 0.00 0.00 0.00
H 1.0824 5.8400 1.6179 0.00 0.00 0.00
H -0.6340 4.8108 -0.4428 0.00 0.00 0.00
H -0.9010 2.6897 -1.6350 0.00 -0.01 0.00
H 1.0128 1.0617 -3.2008 0.02 -0.02 0.01
H 0.6664 0.1258 -4.6593 -0.01 0.02 0.00
H 1.2767 -0.6896 -3.2287 0.02 0.01 0.02
H -1.4482 -0.6260 -5.0768 0.01 0.00 0.00
H -3.6487 -1.2099 -5.7186 0.00 0.00 0.00
H -4.9130 -0.3592 -4.8305 0.00 0.00 0.00
H -4.5632 -2.0413 -4.4579 0.00 0.00 0.00
H -4.4930 -0.5642 -2.0954 -0.01 0.01 -0.01
H -4.0199 -0.1708 0.1121 -0.01 0.01 0.00
H -2.9958 1.2736 0.2109 -0.01 0.00 0.01
H -2.3682 -0.2605 0.7247 0.07 -0.02 -0.04
S 2.4795 -2.4936 -1.4329 0.04 0.07 0.02
C 3.2363 -0.9739 -1.2756 0.01 0.04 0.00
N 2.5148 0.1554 -1.0856 0.03 -0.01 0.00
C 3.0492 1.3865 -0.9518 0.01 -0.03 0.00
C 4.3984 1.5707 -0.9997 -0.01 0.01 0.00
C 5.2032 0.4347 -1.1987 0.01 0.01 0.00
C 4.6408 -0.8045 -1.3365 -0.01 -0.02 0.00
H 1.4514 0.0913 -1.0332 -0.05 -0.02 0.02
H 2.3333 2.1835 -0.7958 0.01 0.01 0.00
H 4.8205 2.5575 -0.8857 0.00 0.00 0.00
H 6.2799 0.5407 -1.2410 0.00 0.00 0.00
H 5.2439 -1.6873 -1.4883 0.00 0.00 0.00


no.,total energy (eV)
1,-94842.1049
2,-47893.8058
3,-20360.5685
4,-8667.9805
5,-9432.4957
6,-60109.7217